132
Properties=species:S:1:pos:R:3:forces:R:3 method="wB97M-V/def2-TZVPD" fmax_ev_per_a=4.31 charge=+1 orbital_gap_ev=7.33 lumo_ev=-3.9
H 3.6228 1.5437 -0.6316 -0.437 0.571 -1.000
C 1.3997 4.3906 4.4611 -0.347 -0.074 0.532
C 1.5938 2.1915 -3.1467 1.093 2.966 -2.513
H -3.3569 -1.3516 0.8601 0.172 -0.003 0.204
H -0.3534 -4.2186 -1.2251 0.043 -0.341 0.282
O -2.5732 -6.1721 0.1956 -0.526 0.254 0.184
H -0.5540 -7.9346 -0.3524 -0.044 -0.029 -0.091
C -1.6811 1.7957 -1.7694 0.315 0.941 -1.030
C -4.2254 -0.3489 2.5134 0.251 -0.189 0.085
C 1.5213 2.9340 -0.6393 -1.249 0.372 0.321
C -0.0414 4.6506 4.1163 -0.280 -0.382 -0.460
H 3.8753 -0.1840 -2.6008 -0.788 1.074 -0.117
O 2.7919 -3.8426 2.5346 0.328 -0.370 -0.019
C 4.7336 8.8666 -3.5388 0.115 0.091 -0.360
O 2.3626 5.0104 3.7523 0.536 -0.294 -0.109
H -0.9672 0.7036 1.3618 -0.938 0.124 -1.233
H -9.1286 -5.2807 -0.0293 0.016 -0.188 0.133
O 1.6487 -0.0278 -4.1842 -0.017 -0.434 0.633
C 1.8550 -1.9717 3.7772 -0.165 0.015 -0.109
H -2.4664 -6.9479 -1.7434 0.089 0.060 0.073
C -8.0497 -5.2121 0.0922 -0.360 0.264 -0.483
C -1.7417 -5.1225 0.0879 0.417 0.151 0.087
C 2.3968 2.9220 -1.9902 -1.036 -0.006 2.188
C -1.5459 0.8072 0.3910 -0.266 -0.145 -0.215
O 0.8942 0.5866 -0.6011 -0.288 2.796 -0.070
O -8.4136 -4.2756 2.3317 0.144 0.526 0.232
H 4.6988 7.5315 -5.2473 0.104 0.066 -0.003
C 3.6638 2.0054 -1.6693 -1.085 -1.086 -0.148
H -0.2096 4.8684 3.0634 0.002 0.227 0.053
H 4.4932 9.9120 -3.3354 -0.124 -0.200 0.180
H 0.7461 7.1650 3.2732 -0.005 -0.025 -0.103
C 6.0013 1.5723 -1.6523 2.500 -0.207 -0.487
H 1.2039 -1.6541 2.9602 0.061 0.064 0.019
H 0.4789 2.3257 -3.2239 1.184 -0.893 0.675
H 3.7291 -1.9757 2.6599 -0.078 -0.044 -0.075
H -5.5437 -2.1461 5.3215 -0.111 0.019 -0.053
C -7.6223 -4.3520 1.2489 0.310 -0.263 -0.195
O -6.5514 -3.7947 1.2460 -0.440 -0.097 0.184
H -9.3599 -6.8120 1.9284 -0.108 0.028 -0.025
H 1.5866 7.6453 1.7897 0.034 -0.035 0.027
C 4.1324 6.8393 -2.2932 -0.005 -0.227 -0.178
H -1.6318 -9.1959 -0.9731 -0.020 0.035 0.029
C 3.1093 -2.6463 3.2598 -0.208 0.246 0.222
H 1.2772 -2.6645 4.3924 0.122 0.040 0.008
C 3.2666 0.7654 -2.5847 0.837 -1.581 -0.935
H 5.6797 5.3924 -2.2313 -0.231 -0.095 -0.086
H 2.2005 2.8282 0.2718 -0.957 0.115 -1.176
H 5.6477 0.5559 -1.3013 0.099 1.184 -0.279
H 3.4332 8.7466 -5.2518 0.085 0.101 0.047
H 2.4428 -2.6680 -0.5102 -0.180 -0.207 0.046
C 2.4729 -3.8734 1.2322 -0.299 -0.230 -0.130
H -7.6276 -6.2105 0.2131 -0.034 0.049 0.014
H 1.0581 -2.4207 0.5821 0.033 0.007 0.074
H 5.7796 8.7304 -3.2571 -0.071 -0.114 0.006
H -0.1263 -2.1061 -5.9766 -0.356 -0.565 1.188
C -0.1403 -1.8042 -3.7379 0.736 -0.066 0.449
O 3.8674 8.0885 -2.6993 -0.237 0.119 0.518
H 6.0521 6.7002 -3.3239 -0.128 0.004 -0.211
H -3.5923 -7.7121 -0.6443 0.031 0.244 0.137
O 7.4713 3.4050 -0.7037 0.222 -1.128 -0.087
H 6.5135 1.4240 -2.6643 -0.975 0.249 1.075
H -2.6347 1.0633 0.5701 1.638 -0.277 0.071
H 2.6571 -1.7162 0.9373 -0.217 0.053 0.145
H 1.5884 -1.3444 -2.4417 0.042 0.612 -1.236
C -9.8470 -6.2083 2.6964 0.162 -0.135 -0.059
O 3.4368 6.3182 -1.4517 -0.106 0.220 -0.231
H -0.8135 -0.8997 -3.6592 0.590 -0.895 -0.436
H -1.0649 1.1642 -2.4858 -0.761 0.467 0.776
H 6.7789 0.4368 0.8813 -0.239 1.367 0.178
H -1.5227 -0.1652 -0.2111 0.177 1.064 0.934
H -2.6895 1.3002 -1.6822 1.165 0.668 0.268
O 4.9677 2.5661 -1.7730 -0.983 -1.072 -0.572
H -6.4730 -3.3559 4.4109 0.018 0.052 -0.060
O -5.2853 -0.3854 3.3305 -0.050 0.677 -0.013
C 1.6975 7.1201 2.7402 -0.154 0.078 0.116
H -0.6163 3.7507 4.3389 0.078 0.146 0.219
C 2.1396 5.6898 2.5104 -0.048 0.291 -0.021
O -0.3893 -2.6763 -2.6042 0.280 0.849 -0.737
O 1.6966 3.6990 5.4020 0.227 0.262 -0.486
C 5.2402 6.0730 -2.9628 0.612 0.001 0.346
C 7.1611 2.0059 -0.6297 -0.909 -1.047 1.464
C -0.5652 -5.2157 -0.8414 -0.077 0.115 -0.432
H 8.3864 3.4732 -0.3744 -0.606 0.213 -0.216
H -6.4427 -1.8561 2.3932 0.187 -0.011 0.097
H 0.3182 -3.6021 -5.0198 -0.791 1.214 0.224
H 0.9662 3.9125 -0.5295 0.675 -1.010 -0.223
C 4.4827 8.5736 -5.0038 -0.083 -0.203 -0.058
H 3.0990 5.6918 1.9875 -0.011 -0.141 0.204
H -0.4133 5.4740 4.7272 0.023 -0.034 -0.047
H 4.8266 5.4931 -3.7893 0.032 0.053 0.005
H -10.8857 -6.5317 2.7828 0.043 0.035 0.006
H 5.5168 1.7734 0.8759 1.273 -0.011 0.355
H -7.1508 -1.0578 3.7772 0.222 0.228 -0.017
C -5.7318 -2.5596 4.3276 0.222 -0.030 0.064
H -3.0468 -2.1208 2.4327 -0.046 -0.025 -0.083
O -1.9025 -4.1499 0.7881 -0.186 -0.363 -0.125
H 2.1093 -1.0957 4.3767 0.003 -0.047 -0.011
H 2.4299 7.6501 3.3529 0.027 -0.072 -0.112
H -4.6163 -2.2979 1.6078 0.084 -0.123 0.210
H -1.8269 2.8170 -2.2332 0.100 -1.106 0.365
C 6.6275 1.5644 0.8330 0.271 -0.197 -1.133
H -0.2443 -2.1920 -1.7690 -0.249 -0.059 -0.477
H 1.4444 5.1322 1.8778 -0.084 0.024 0.106
H -1.4319 -3.0487 -5.0590 1.329 0.522 0.012
C -3.7967 -1.6152 1.8229 -0.347 -0.034 -0.502
H -1.7441 -8.6563 0.7153 -0.085 -0.003 -0.099
O 2.3847 -4.9298 0.6560 0.159 0.280 0.365
H 3.7241 -2.9594 4.1062 -0.052 -0.199 -0.202
H 1.9548 2.7543 -4.0776 -0.662 -0.813 0.845
H -0.7386 -5.8477 -1.7102 0.073 -0.126 0.087
C -0.3572 -2.6855 -5.0281 -0.099 0.175 0.070
H -10.2593 -4.1633 3.1694 0.264 0.088 -0.072
H 5.1037 9.2116 -5.6348 -0.034 -0.015 0.044
H 7.2106 2.0651 1.6563 -0.802 -0.505 -0.836
H -9.3332 -6.4168 3.6373 -0.103 0.081 -0.016
C -6.2188 -1.4759 3.3893 -0.140 -0.344 0.077
H -10.3004 -4.4770 1.4494 0.122 -0.042 -0.025
C 2.1367 -2.5830 0.5347 0.428 0.428 -0.326
C 0.4575 1.7668 -0.5770 0.670 -2.781 -0.077
C -9.7741 -4.7303 2.3720 -0.210 -0.304 0.059
C -2.5905 -7.2819 -0.7110 0.185 -0.265 -0.020
H -7.6648 -4.7684 -0.8268 0.189 -0.114 0.164
H 2.5595 4.0487 -2.1469 0.376 -1.905 -0.332
H 0.3022 -5.5785 -0.2875 -0.045 -0.005 -0.025
H 2.0197 -2.1086 -4.0789 -0.500 1.230 0.786
H 8.0982 1.3739 -0.7962 -1.276 0.790 -0.300
N 2.1951 0.8393 -3.3289 1.573 2.610 3.047
C 1.3903 -1.3156 -3.5516 -0.973 -2.758 -0.359
C -1.5709 -8.3293 -0.3122 0.196 0.042 0.079
H -4.7926 -2.9963 3.9826 -0.114 -0.064 -0.082
N -0.9849 1.9438 -0.4453 0.462 -1.060 -0.088
O -3.5856 0.6751 2.3994 -0.623 -0.220 0.433